The following is a quantum chemistry calculation of one molecule with the formula C2H4OS2 at a distorted geometry, from the Open Molecules 2025 dataset.

```
9
Properties=species:S:1:pos:R:3:forces:R:3:mulliken_charge:R:1
C -0.026282 0.174774 0.915532 -0.4 -0.8 0.7 -0.42
C 1.066132 -0.970999 0.936003 0.1 0.2 -3.1 -0.15
O -0.362623 1.192352 -0.125253 0.1 -2.9 1.7 -0.39
S 2.648500 0.996100 -0.483633 0.8 2.4 -1.1 -0.34
S 2.549667 -0.732772 0.189657 -2.0 -2.7 2.1 0.12
H -0.987731 -0.340305 1.257241 1.3 1.2 -0.5 0.25
H 0.505872 0.660576 1.735284 -0.9 1.0 0.6 0.37
H 0.813781 -2.016377 1.254850 0.3 1.2 -0.1 0.32
H 0.484660 1.348487 -0.535457 0.6 0.4 -0.5 0.24
```
Positions in Å, forces in eV/Å.

Properties
HOMO-LUMO gap (alpha / beta) = 7.9 / 7.9 eV
Net charge = 0
Largest force on an atom = 3.96 eV/A
LUMO energy (alpha / beta) = -1.039 / -1.040 eV
Molar mass = 108.187 Da
Relative energy (zero: lowest compared OMol25 entry of this formula, charge and spin) = 47.8 kcal/mol



The following is a quantum chemistry calculation of C31H47NO3P2SSm as an isolated structure at a distorted geometry, from the Open Molecules 2025 dataset.

```
86
Properties=species:S:1:pos:R:3:forces:R:3:mulliken_charge:R:1
Sm 0.543473 0.734508 1.749808 -5.9 2.4 1.3 -0.10
C 1.427913 0.508066 3.981843 0.3 2.3 -0.2 0.85
C 2.488438 1.083004 3.169306 -1.5 1.5 1.1 0.74
C 0.666573 2.582083 3.135275 2.1 -0.9 2.2 0.42
C 0.279061 1.426671 3.948743 3.0 1.3 0.6 0.67
C 2.032910 2.377227 2.664468 -0.4 -0.8 1.7 0.56
C 1.533000 -0.718587 4.798319 -0.5 -0.5 0.1 -1.39
H 2.211980 -1.444882 4.357074 0.3 -0.1 0.1 0.32
H 0.545333 -1.201311 4.928900 0.7 0.3 0.2 0.19
H 1.892274 -0.445876 5.789730 0.1 -0.1 0.1 0.46
C -1.029564 1.253367 4.599198 -0.3 -0.4 0.3 -1.25
H -1.161810 0.223840 4.955042 0.1 0.8 0.2 0.10
H -1.855430 1.478157 3.913643 -0.1 0.1 0.1 0.27
H -1.076178 1.910846 5.458172 -0.2 0.4 0.2 0.42
C -0.169113 3.782874 2.899223 -0.1 -0.1 -0.2 -1.52
H -0.070008 4.405186 3.791246 -0.3 0.2 -0.1 0.36
H -1.217726 3.513925 2.757979 -0.1 0.2 0.1 0.30
H 0.170430 4.347934 2.032102 0.0 0.1 0.0 0.39
C 2.840183 3.361416 1.889448 0.0 0.1 0.2 -1.50
H 3.346454 4.011925 2.610645 0.1 0.1 -0.3 0.36
H 2.215631 3.984220 1.242732 0.1 0.0 0.0 0.37
H 3.602226 2.875627 1.280774 0.1 0.1 0.0 0.35
C 3.875309 0.559193 3.057408 0.1 0.1 0.1 -1.47
H 4.472762 1.076106 3.815830 0.2 -0.2 -0.1 0.41
H 4.315559 0.760359 2.081250 0.1 0.0 0.0 0.28
H 3.917467 -0.509581 3.253915 0.1 0.0 0.1 0.38
C -0.214300 -1.248888 0.924765 1.0 -4.2 1.2 0.18
C 0.929206 -1.577511 1.658601 -2.7 -3.2 -1.6 -0.45
C 2.241720 -1.909084 1.066500 0.9 0.0 -0.3 -1.31
C 2.664511 -0.959149 -0.081957 0.4 -0.8 -0.3 -1.19
C 2.248991 0.464430 0.071658 0.0 2.1 -3.5 -0.26
C 1.086404 1.012592 -0.485144 4.1 -0.9 -1.8 -0.43
C 0.063981 0.201561 -1.209906 -0.8 0.1 0.0 -0.65
C -0.307534 -1.153799 -0.543169 0.0 -0.5 -1.3 -1.16
H 2.169058 -2.951086 0.705569 0.2 0.3 0.0 0.65
H 2.269406 -1.325407 -1.035378 0.1 0.0 0.1 0.20
H 3.023218 -1.914188 1.842733 -0.4 0.0 -0.2 0.29
H 0.315260 -1.955592 -0.954211 -0.1 0.2 -0.1 0.28
H -1.166828 -1.186054 1.490228 0.7 0.1 0.1 0.52
H 0.782843 -1.861905 2.703565 -0.2 0.5 -0.1 0.92
H -1.346526 -1.400218 -0.821320 0.4 0.2 0.1 0.57
H -0.856737 0.797043 -1.343170 0.4 -0.2 -0.1 0.44
H 1.004175 2.105714 -0.569564 0.1 -0.2 0.4 0.69
H 0.471133 0.024884 -2.221640 -0.3 0.0 0.2 0.07
H 3.762823 -0.980510 -0.179092 -0.4 0.0 0.1 0.49
H 3.027149 1.168249 0.385914 -0.4 -0.2 0.1 0.87
P -0.479462 -0.019396 -5.518791 -0.1 -0.4 0.1 0.45
P -0.133271 2.727975 -7.077725 0.0 0.3 -0.4 0.18
C -0.494631 -0.074929 -7.389463 0.0 0.0 0.1 -0.82
C -0.842558 1.277409 -8.024565 0.0 0.3 0.0 -0.94
H -1.240867 -0.825993 -7.680412 0.3 0.0 -0.1 0.43
H 0.486933 -0.428671 -7.740886 -0.2 0.1 0.2 0.43
H -0.436110 1.328659 -9.042176 -0.2 0.0 0.0 0.46
H -1.934894 1.403630 -8.095160 0.3 0.0 0.1 0.41
C -0.949522 4.109876 -7.986621 -0.1 0.1 -0.1 -1.09
H -0.494428 5.061221 -7.677795 -0.1 -0.2 -0.1 0.37
H -2.015957 4.151830 -7.724198 0.3 0.0 -0.1 0.34
H -0.852920 4.005616 -9.075308 0.0 0.1 0.2 0.31
C 1.530372 2.787505 -7.891580 0.0 0.1 0.1 -1.12
H 1.452789 2.794685 -8.986990 0.0 0.0 0.2 0.34
H 2.127124 1.921208 -7.578773 -0.1 0.2 -0.1 0.28
H 2.057517 3.695139 -7.565582 -0.1 -0.2 -0.1 0.37
C -1.929220 -1.122380 -5.200922 0.0 -0.1 0.1 -1.18
H -1.992846 -1.337226 -4.125193 0.0 0.0 -0.2 0.25
H -1.852698 -2.070482 -5.751230 -0.1 0.2 0.1 0.36
H -2.854843 -0.610364 -5.498161 0.2 -0.1 0.1 0.35
C 0.881953 -1.222252 -5.189901 0.1 -0.2 0.0 -1.10
H 1.850266 -0.774453 -5.454231 -0.3 -0.1 0.0 0.30
H 0.752355 -2.155081 -5.754886 0.1 0.1 0.2 0.43
H 0.904325 -1.455127 -4.115062 0.0 0.0 -0.2 0.24
O -2.340398 -1.500071 7.571152 -2.0 -1.0 1.8 -0.56
S -2.028386 -2.695058 6.842575 3.9 4.7 -7.1 0.84
O -0.829523 -3.420841 7.142600 -1.1 -2.2 1.6 -0.57
N -1.271559 -1.799945 5.486698 1.2 0.4 2.2 -0.97
C -1.615360 -1.771325 4.256515 -3.7 -4.3 5.5 1.19
O -1.064063 -1.088213 3.447725 1.6 2.7 -6.0 -0.51
C -2.837569 -2.710196 4.181040 0.1 0.4 -1.6 0.14
C -3.610648 -3.066544 3.063060 0.0 -0.3 1.1 -0.16
C -4.679796 -3.957018 3.251145 0.0 -0.1 0.2 -0.73
C -4.981545 -4.480909 4.514980 0.3 0.2 0.0 -0.58
C -4.207920 -4.121673 5.625237 0.1 0.2 -0.6 -0.49
C -3.154160 -3.247221 5.419041 -1.1 -1.4 2.0 -0.06
H -3.372224 -2.658304 2.080876 -0.1 -0.1 0.2 0.48
H -5.294010 -4.258115 2.409351 0.1 0.1 0.0 0.39
H -5.806359 -5.170644 4.671297 0.1 0.1 -0.3 0.39
H -4.410978 -4.509714 6.615253 -0.1 0.0 -0.1 0.44
```
Positions in Å, forces in eV/Å.

Properties
2S+1 = 6
HOMO-LUMO gap (alpha / beta) = 4.7 / 4.9 eV
Net charge = +1
Largest force on an atom = 9.32 eV/A
Expectation value of S² = 8.775
LUMO energy (alpha / beta) = -4.978 / -4.800 eV
Molar mass = 726.096 Da
Relative energy (zero: lowest compared OMol25 entry of this formula, charge and spin) = 253.0 kcal/mol



The following is a quantum chemistry calculation of a 14-piece molecular cluster, C25H22BCl39F7O4 overall at a distorted geometry, from the Open Molecules 2025 dataset.

```
98
Properties=species:S:1:pos:R:3:forces:R:3:mulliken_charge:R:1
O -3.863798 -3.079424 4.293529 0.6 -0.4 0.2 -0.61
C -4.571852 -2.417442 3.591307 -0.3 -0.2 0.1 -0.25
O -5.906046 -2.353046 3.805711 0.4 0.2 -0.4 -0.21
C -6.721618 -3.381024 3.173033 -1.3 -0.4 -0.5 0.06
C -6.295512 -3.849107 1.762060 0.1 0.4 0.5 -0.59
O -6.643220 -2.749597 0.973408 0.2 0.2 -0.2 -0.32
B -8.028995 -2.549264 1.453471 -0.1 -0.6 -1.0 0.83
C -8.784172 -1.149091 1.027653 1.5 -0.3 0.4 0.09
F -9.136792 -1.188853 -0.296870 -0.6 0.2 0.1 -0.31
F -9.928043 -1.065575 1.797348 -0.3 0.2 -0.3 -0.44
C -7.985061 0.170734 1.215671 -1.0 0.0 0.4 0.70
F -7.403983 0.551544 0.060467 0.2 -0.1 0.0 -0.32
F -7.041622 -0.028647 2.154567 0.3 0.2 -0.2 -0.07
C -8.826424 1.382739 1.734657 0.9 -0.1 0.1 0.54
F -10.021168 1.484565 1.164329 -0.1 0.1 -0.2 -0.23
F -8.147076 2.519456 1.489753 -0.1 0.1 -0.1 -0.28
F -8.968196 1.298622 3.057204 -0.4 0.0 0.0 -0.25
O -7.951572 -2.828327 2.902000 0.0 0.4 0.4 -0.53
C -4.036000 -1.537080 2.508975 -0.1 0.6 -0.2 0.42
C -4.119526 -0.161234 2.711697 -0.3 -0.2 0.1 0.25
C -3.661156 0.736737 1.751415 0.0 -0.5 0.2 -0.08
C -3.108256 0.249782 0.572154 -0.1 0.0 0.5 -1.23
C -3.021048 -1.125811 0.368551 0.2 0.1 0.5 -0.84
C -3.474813 -2.016424 1.331162 0.1 0.1 0.1 -0.08
H -6.863433 -4.182720 3.901668 0.3 0.0 0.1 0.23
H -6.982362 -4.678843 1.531780 0.2 -0.2 0.1 0.29
H -5.264275 -4.181460 1.635313 0.1 0.2 0.0 0.24
H -8.715381 -3.382747 0.839913 -0.3 -0.1 0.3 -0.32
H -4.590256 0.180634 3.642179 0.3 -0.5 -0.7 0.11
H -3.755317 1.794929 1.944117 0.1 0.1 -0.1 0.44
H -2.779818 0.968790 -0.168167 0.1 -0.1 -0.1 0.68
H -2.605962 -1.513974 -0.545894 0.1 -0.1 0.0 0.72
H -3.407886 -3.080003 1.148004 0.0 0.0 0.0 0.40
C -4.586276 3.563800 5.532106 0.0 -0.1 -0.2 -0.03
Cl -4.715758 2.151574 4.484534 -0.1 0.7 0.5 -0.01
Cl -2.959290 4.240272 5.430440 0.0 0.1 0.0 -0.12
Cl -5.800446 4.780485 5.121325 0.0 0.0 0.0 -0.14
H -4.758418 3.246609 6.552223 0.0 0.0 0.0 0.28
C -0.219515 2.267466 7.406469 -0.2 0.0 -0.2 -0.08
Cl -0.805243 3.676205 8.299405 0.1 0.0 0.1 -0.12
Cl -1.526143 1.111213 7.150749 0.0 0.0 0.0 -0.08
Cl 0.485449 2.752722 5.865966 0.1 0.0 0.0 -0.07
H 0.548171 1.785693 7.996731 0.0 0.0 0.0 0.35
C 3.027961 0.554871 3.211999 -0.1 0.0 0.1 1.02
Cl 2.614560 -0.950671 4.028574 -0.1 0.1 -0.1 -0.11
Cl 1.593339 1.307733 2.519743 0.0 0.0 0.0 -0.06
Cl 3.846002 1.662892 4.324194 0.1 0.0 0.0 -0.15
H 3.710547 0.321180 2.404650 -0.1 0.1 0.2 -0.65
C 3.597587 -0.636940 -0.745250 -0.3 0.1 0.1 -0.16
Cl 4.865837 -0.389056 0.468298 0.2 -0.1 -0.3 -0.08
Cl 2.416621 -1.806357 -0.166319 0.0 0.0 0.0 -0.10
Cl 2.820313 0.891529 -1.150597 -0.1 -0.1 0.1 -0.08
H 4.062098 -1.034500 -1.636739 0.1 0.0 0.0 0.38
C -4.670667 -1.227849 -3.511880 0.0 0.1 0.0 0.50
Cl -4.085759 -0.268772 -2.162239 -0.4 0.1 -0.7 -0.08
Cl -4.220262 -0.510752 -5.065949 0.5 0.0 0.2 -0.17
Cl -4.071511 -2.887508 -3.402398 0.0 0.0 0.0 -0.16
H -5.752155 -1.254319 -3.458251 0.0 0.0 0.0 -0.13
C 6.841386 2.029814 -2.628113 0.0 0.0 0.0 0.05
Cl 6.229250 3.364125 -1.648334 0.0 0.0 0.0 -0.13
Cl 5.569929 0.837501 -2.897442 0.3 0.0 -0.3 -0.12
Cl 7.490351 2.613700 -4.159994 -0.1 -0.2 -0.1 -0.10
H 7.643372 1.549683 -2.082440 0.0 0.0 0.0 0.30
C 10.489742 5.720549 -3.214954 0.0 -0.2 0.0 -0.01
Cl 10.691450 5.142374 -4.869426 0.0 0.0 0.0 -0.11
Cl 9.133966 4.912411 -2.438518 0.1 0.2 0.1 -0.05
Cl 11.977682 5.481340 -2.286233 0.0 0.0 0.0 -0.14
H 10.282227 6.781710 -3.249439 0.0 0.0 0.0 0.32
C -8.434010 0.339453 -5.253570 0.1 0.0 0.1 -0.03
Cl -8.273003 -0.081561 -3.550671 -0.1 0.0 0.0 -0.01
Cl -8.456738 2.094094 -5.464349 0.0 0.0 0.0 -0.14
Cl -7.119394 -0.380636 -6.187386 -0.4 0.0 -0.2 -0.11
H -9.372785 -0.054426 -5.619185 0.0 0.0 0.0 0.32
C 13.883664 2.616781 -4.173296 0.0 -0.1 0.0 0.35
Cl 14.780308 2.951854 -5.655568 0.0 0.2 0.1 -0.11
Cl 12.413259 1.706815 -4.519733 0.0 0.0 0.0 -0.08
Cl 14.896474 1.748252 -3.016072 0.0 0.0 0.0 -0.13
H 13.597450 3.561760 -3.729652 0.0 0.0 0.0 -0.04
C 15.122051 -0.230644 -8.453880 -0.1 0.0 0.0 -0.02
Cl 15.215217 1.001976 -9.715497 0.0 0.0 0.0 -0.13
Cl 13.824873 0.126052 -7.322002 0.1 0.3 -0.3 0.00
Cl 14.918940 -1.834029 -9.172618 0.0 0.0 0.0 -0.14
H 16.056910 -0.224109 -7.909010 0.0 0.0 0.0 0.30
C -13.080603 -1.166660 0.496317 0.1 0.0 0.0 0.84
Cl -13.109419 -0.300291 -1.042495 0.0 0.0 0.0 -0.15
Cl -14.240518 -0.461751 1.628896 0.0 0.0 0.0 -0.15
Cl -13.414311 -2.881212 0.252295 0.0 0.0 0.0 -0.14
H -12.087243 -1.070517 0.920946 0.0 0.0 0.0 -0.39
C 6.246148 -2.955522 4.540269 -0.1 0.0 0.0 0.00
Cl 6.372397 -1.742815 3.259379 0.0 0.0 0.1 -0.08
Cl 4.967587 -2.543164 5.678390 0.2 -0.1 0.1 -0.10
Cl 5.976741 -4.556805 3.849718 0.0 0.0 0.0 -0.13
H 7.184462 -2.973546 5.077912 0.0 0.0 0.0 0.32
C 12.583292 -2.771664 -4.661022 0.0 0.1 0.0 -0.10
Cl 13.516138 -1.910051 -3.435140 0.0 0.0 0.0 -0.09
Cl 10.978790 -2.055155 -4.840345 0.0 0.0 0.0 -0.11
Cl 13.436914 -2.776513 -6.203352 -0.1 -0.5 0.2 -0.06
H 12.460643 -3.795493 -4.334334 0.0 0.0 0.0 0.37
```
Positions in Å, forces in eV/Å.

Properties
HOMO-LUMO gap = 6.5 eV
Net charge = -1
Largest force on an atom = 1.54 eV/A
LUMO energy = 1.033 eV
Molar mass = 1912.912 Da



The following is a quantum chemistry calculation of C5H14N2 as an isolated structure at a distorted geometry, from the Open Molecules 2025 dataset.

```
21
Properties=species:S:1:pos:R:3:forces:R:3:mulliken_charge:R:1
C 1.601854 1.225662 1.251016 2.4 1.6 -2.7 -0.88
C 0.697697 0.749477 0.238393 -2.7 3.2 0.2 -0.46
C -0.883080 1.255179 0.281427 4.3 -0.4 2.2 -0.82
C -1.054368 -0.273308 -0.076479 -2.2 3.6 -4.1 0.61
C -2.155570 -0.942547 0.251206 0.8 0.5 -6.1 -0.53
N -1.092552 -0.013226 -1.823824 2.1 -0.1 1.5 -0.53
N 2.185443 -1.823895 0.248464 2.4 0.2 -1.0 -0.57
H 2.768799 1.137933 0.416086 -3.1 0.4 3.3 0.40
H 1.289647 2.349221 1.522634 0.8 -2.4 -0.6 0.35
H 1.599920 0.696646 2.180611 0.9 -0.6 0.8 0.38
H 1.127993 0.270255 -0.682107 -0.9 0.4 0.8 0.81
H -1.436414 1.351372 1.267938 1.7 0.0 -0.4 0.38
H -0.854822 2.403983 -0.083879 -1.2 -3.0 -1.1 0.35
H -2.729323 -1.151763 -0.694891 0.4 -1.0 1.4 0.25
H -2.633341 -1.170046 1.072273 -1.9 -1.0 4.8 0.45
H -0.686312 -0.720167 -2.397792 1.2 -1.3 -0.2 0.32
H -0.544905 0.852820 -2.050900 -1.2 -0.7 0.1 0.38
H -2.010759 -0.044574 -2.201692 -1.5 1.0 -0.1 0.33
H 2.565920 -2.790779 0.026257 -2.6 1.3 0.8 0.24
H 3.034461 -1.351700 0.406671 1.9 0.5 0.0 0.26
H 1.619693 -1.060128 0.572944 -1.4 -2.4 0.5 0.29
```
Positions in Å, forces in eV/Å.

Properties
HOMO-LUMO gap = 5.2 eV
Net charge = +2
Largest force on an atom = 6.18 eV/A
LUMO energy = -11.222 eV
Molar mass = 102.181 Da
Relative energy (zero: lowest compared OMol25 entry of this formula, charge and spin) = 263.5 kcal/mol



The following is a quantum chemistry calculation of a 2-piece molecular cluster, H4N4 overall at a distorted geometry, from the Open Molecules 2025 dataset.

```
8
Properties=species:S:1:pos:R:3:forces:R:3:mulliken_charge:R:1
N 1.821843 0.541106 0.707348 0.2 0.4 -0.3 -0.25
N -1.142883 0.044297 1.012303 -1.2 0.7 1.3 -0.45
N -0.292354 -0.348124 -1.027169 -0.7 0.3 -1.2 -0.29
N -0.314149 -0.448536 0.279283 1.5 -1.1 0.1 0.13
H 2.108847 -0.132219 1.420447 0.0 -0.3 0.4 0.22
H -1.877391 0.632368 0.579381 0.1 -0.1 -0.6 0.17
H -0.876363 0.336711 -1.507521 0.1 -0.1 0.2 0.22
H 0.572449 -0.625603 -1.464073 -0.1 0.1 0.2 0.26
```
Positions in Å, forces in eV/Å.

Properties
HOMO-LUMO gap (alpha / beta) = 8.7 / 8.6 eV
Net charge = 0
Largest force on an atom = 1.88 eV/A
LUMO energy (alpha / beta) = -0.707 / -0.646 eV
Molar mass = 60.060 Da
Relative energy (zero: lowest compared OMol25 entry of this formula, charge and spin) = 140.8 kcal/mol



The following is a quantum chemistry calculation of a 2-piece molecular cluster, C3H8NS2 overall at a distorted geometry, from the Open Molecules 2025 dataset.

```
14
Properties=species:S:1:pos:R:3:forces:R:3:mulliken_charge:R:1
C -1.512976 -0.620479 0.453562 0.5 -0.2 -0.3 -0.52
C -0.708336 0.454274 1.089771 1.5 1.3 -1.2 -0.06
C -0.001227 -0.743881 0.572765 -1.3 1.4 -2.6 0.19
N 0.571357 -0.235639 -1.400412 2.2 0.5 4.6 -0.58
S -0.616205 1.982071 0.120155 -2.0 0.3 1.0 -0.22
S 1.235516 -1.725858 1.066924 0.8 0.2 1.0 -0.09
H -1.985278 -1.204885 1.165493 -1.1 -1.5 1.1 0.30
H -2.120284 -0.488284 -0.486937 1.3 0.0 1.0 0.27
H -0.531725 0.708507 2.129693 -0.7 -0.7 0.2 0.42
H 1.549594 -0.031257 -1.135939 -0.7 -0.3 -0.8 0.34
H 0.134215 0.549488 -1.739412 -1.3 2.2 -1.1 0.27
H 0.461572 -1.007662 -1.943795 -0.2 -2.8 -1.9 0.27
H -1.983040 2.104947 0.460808 1.5 0.5 -0.7 0.20
H 2.000579 -0.683017 1.593931 -0.5 -1.0 -0.3 0.23
```
Positions in Å, forces in eV/Å.

Properties
HOMO-LUMO gap = 8.8 eV
Net charge = +1
Largest force on an atom = 5.15 eV/A
LUMO energy = -4.824 eV
Molar mass = 122.238 Da
Relative energy (zero: lowest compared OMol25 entry of this formula, charge and spin) = 62.6 kcal/mol